DFT (wB97M-V/def2-TZVPD) results for a 13-piece molecular cluster, C21H67O13 overall at a distorted geometry.

Element x y z (Å)
C 10.087630 -17.146210 -16.200529
C 9.931981 -15.716948 -16.720227
C 10.319169 -14.720364 -15.617199
O 10.521794 -15.598360 -17.993272
H 9.529376 -17.879423 -16.782632
H 9.616277 -17.248896 -15.223083
H 11.112109 -17.454770 -15.992387
H 8.875890 -15.717458 -16.989997
H 9.528315 -14.834838 -14.875886
H 10.310489 -13.685479 -15.959311
H 11.317197 -14.925369 -15.229875
C 5.997310 -21.108784 -16.572616
C 4.795841 -20.554933 -15.866950
C 3.608208 -20.229002 -16.743529
O 4.312851 -21.484559 -14.884255
H 6.240553 -20.518872 -17.456329
H 5.894112 -22.163439 -16.827862
H 6.871450 -21.067743 -15.922795
H 5.117726 -19.602597 -15.445556
H 3.087505 -21.123987 -17.084031
H 3.820864 -19.741899 -17.695162
H 2.900201 -19.615762 -16.186058
H 5.028592 -21.494773 -14.244564
C 5.098151 -8.639259 -14.060694
C 5.080372 -10.171035 -13.814376
C 5.818534 -10.952374 -14.866188
O 5.639841 -10.361475 -12.577317
H 4.720123 -8.371387 -15.047324
H 6.096577 -8.204824 -14.010640
H 4.577516 -8.085203 -13.279631
H 4.012829 -10.391126 -13.810510
H 5.821693 -12.020002 -14.646500
H 6.852413 -10.621699 -14.965454
H 5.375450 -10.881674 -15.859555
H 5.601895 -11.261996 -12.246834
C 14.441237 -16.244266 -11.613327
C 13.341295 -15.902843 -10.629718
C 12.198196 -16.936647 -10.791834
O 13.903345 -16.068367 -9.384251
H 14.168468 -16.227455 -12.668500
H 14.914577 -17.198021 -11.380033
H 15.214798 -15.479172 -11.547571
H 12.917371 -14.909236 -10.775061
H 11.661522 -17.056965 -9.850759
H 12.533871 -17.933384 -11.078027
H 11.530522 -16.680242 -11.614368
H 13.173481 -16.042189 -8.761192
C 11.652691 -8.636540 -15.276228
O 12.612564 -7.935523 -14.509185
H 10.692050 -8.839801 -14.802990
H 11.372780 -8.089823 -16.176694
H 12.142072 -9.585376 -15.495983
H 13.374027 -8.490837 -14.326441
C 15.127071 -21.277207 -13.472037
O 15.758605 -21.976806 -14.479500
H 14.538876 -21.906234 -12.803860
H 15.826870 -20.774719 -12.804290
H 14.601923 -20.465643 -13.975706
H 16.438859 -21.390922 -14.819498
C 7.775901 -20.333357 -11.634313
O 7.247729 -21.649961 -11.839978
H 7.072990 -19.605031 -12.038729
H 7.865857 -20.171979 -10.560091
H 8.705175 -20.176516 -12.181995
H 7.889328 -22.268199 -11.482584
C 15.394178 -13.637143 -17.768897
O 14.172757 -12.954202 -17.956637
H 15.458772 -14.212243 -18.692582
H 16.244882 -12.956304 -17.798415
H 15.459952 -14.280005 -16.891124
H 13.469072 -13.602538 -18.034680
C 12.200375 -13.096082 -22.917378
O 11.633911 -14.378707 -22.605569
H 11.477584 -12.368221 -22.548737
H 13.145545 -12.921528 -22.403295
H 12.371570 -13.063666 -23.993369
H 11.522783 -14.347927 -21.652519
C 8.846348 -10.751023 -19.644294
O 8.368471 -12.067877 -20.061555
H 9.222824 -10.740726 -18.621429
H 9.552907 -10.308912 -20.346722
H 7.989058 -10.078228 -19.666409
H 8.952044 -12.734398 -19.691714
C 6.247920 -16.954730 -20.395866
O 7.484935 -16.829994 -21.061130
H 5.513290 -17.397844 -21.068228
H 6.370486 -17.554516 -19.494020
H 5.890986 -15.978116 -20.068870
H 8.118115 -16.482173 -20.428911
C 14.246731 -18.584955 -18.459097
O 13.638143 -18.030858 -19.614283
H 14.435301 -17.833973 -17.691918
H 13.592523 -19.359038 -18.057975
H 15.213042 -19.052404 -18.648391
H 12.931408 -17.446638 -19.330001
C 15.050069 -11.189293 -12.432647
O 15.623128 -9.977745 -12.996802
H 13.992395 -11.116941 -12.179280
H 15.034407 -11.952133 -13.211065
H 15.595596 -11.616926 -11.591436
H 16.505887 -10.165704 -13.323905

Atoms 1-6, force components in eV/Å:
-0.31 -0.32 1.21
0.83 -1.01 -2.78
-0.63 -0.09 -0.70
0.58 0.50 1.12
0.47 0.06 -0.55
-0.30 0.17 0.57

Charge: -1
2S+1: 1
E: -49475.041 eV



DFT (wB97M-V/def2-TZVPD) results for a 14-piece molecular cluster, C21H70N10O14 overall at a distorted geometry.

Element x y z (Å)
C 3.360026 0.064522 0.761061
C 4.246026 0.874522 -0.136939
O 4.914026 1.866522 0.657061
H 3.878026 -0.305478 1.624061
H 3.059026 -0.782478 0.090061
H 2.473026 0.410522 1.089061
H 3.614026 1.235522 -0.977939
H 4.949026 0.131522 -0.464939
H 5.270026 1.500522 1.490061
C -1.931974 -5.670478 -0.137939
C -0.901974 -5.453478 0.924061
O 0.060026 -4.632478 0.421061
H -2.747974 -6.291478 0.189061
H -1.456974 -6.271478 -0.962939
H -2.248974 -4.760478 -0.634939
H -0.464974 -6.370478 1.267061
H -1.444974 -5.081478 1.734061
H 0.703026 -4.408478 1.110061
C -0.047974 -0.732478 0.443061
C 0.207026 0.312522 -0.634939
O -0.562974 1.489522 -0.392939
H 0.487026 -1.603478 0.104061
H -1.096974 -1.037478 0.279061
H 0.190026 -0.443478 1.432061
H -0.115974 -0.128478 -1.634939
H 1.274026 0.546522 -0.575939
H -0.324974 2.164522 -1.101939
C -2.810974 4.405522 -0.559939
C -1.713974 4.900522 0.414061
O -2.165974 6.062522 0.946061
H -2.545974 3.376522 -0.924939
H -3.020974 5.018522 -1.428939
H -3.723974 4.238522 -0.052939
H -0.819974 5.117522 -0.116939
H -1.570974 4.120522 1.103061
H -1.528974 6.367522 1.572061
C 1.595026 3.536522 -4.472939
C 1.113026 2.820522 -3.244939
O 0.112026 3.542522 -2.587939
H 2.255026 2.968522 -5.118939
H 2.149026 4.406522 -4.167939
H 0.851026 3.995522 -5.130939
H 2.015026 2.632522 -2.702939
H 0.587026 1.866522 -3.436939
H -0.685974 3.175522 -3.016939
C 2.073026 4.780522 1.752061
C 1.821026 3.615522 0.790061
O 0.948026 2.723522 1.462061
H 2.376026 4.442522 2.752061
H 1.080026 5.250522 1.916061
H 2.731026 5.564522 1.391061
H 2.747026 3.117522 0.578061
H 1.322026 4.009522 -0.107939
H 0.478026 2.211522 0.779061
C -4.919974 0.315522 1.731061
C -3.653974 0.758522 0.910061
O -2.533974 0.527522 1.728061
H -4.869974 -0.784478 1.968061
H -5.807974 0.546522 1.198061
H -4.883974 0.920522 2.671061
H -3.677974 1.873522 0.670061
H -3.442974 0.232522 -0.068939
H -1.802974 0.697522 1.143061
C 2.600026 0.872522 4.297061
O 1.763026 -0.013478 3.699061
N 2.788026 2.085522 3.844061
N 3.226026 0.612522 5.397061
H 2.298026 2.369522 2.993061
H 3.232026 2.745522 4.480061
H 2.858026 -0.211478 5.986061
H 3.755026 1.343522 5.997061
C 1.791026 -3.384478 2.810061
O 1.960026 -4.750478 3.065061
N 2.126026 -2.744478 1.773061
N 1.402026 -2.574478 3.723061
H 2.528026 -3.256478 0.949061
H 1.928026 -1.788478 1.659061
H 1.459026 -2.839478 4.734061
H 1.480026 -1.529478 3.712061
C -1.993974 -2.620478 3.493061
O -1.737974 -3.885478 3.877061
N -3.182974 -2.170478 3.148061
N -1.077974 -1.715478 3.536061
H -4.151974 -2.559478 3.262061
H -3.155974 -1.239478 2.863061
H -0.101974 -2.201478 3.578061
H -1.072974 -0.662478 3.565061
C 0.571026 -3.166478 -2.849939
O 0.473026 -2.118478 -3.823939
N 1.494026 -4.126478 -2.843939
N -0.212974 -3.241478 -1.850939
H 2.333026 -4.127478 -3.397939
H 1.259026 -4.959478 -2.376939
H -1.040974 -2.632478 -1.751939
H -0.021974 -3.888478 -1.080939
C -2.497974 1.195522 -3.312939
O -2.168974 2.480522 -3.554939
N -3.531974 0.835522 -2.608939
N -1.905974 0.158522 -3.836939
H -4.124974 1.623522 -2.258939
H -3.497974 -0.117478 -2.298939
H -1.060974 0.367522 -4.482939
H -2.015974 -0.796478 -3.448939
C 3.663026 -0.123478 -3.486939
O 2.669026 -0.715478 -2.669939
H 4.466026 0.186522 -2.889939
H 3.181026 0.745522 -3.867939
H 3.934026 -0.587478 -4.457939
H 1.843026 -0.771478 -3.180939
C -3.306974 -2.758478 -3.076939
O -2.946974 -1.919478 -2.016939
H -4.393974 -2.638478 -3.400939
H -3.251974 -3.847478 -2.768939
H -2.681974 -2.635478 -3.952939
H -3.351974 -2.281478 -1.183939

Atoms 1-6, force components in eV/Å:
1.41 -2.74 -2.19
-0.50 -0.26 1.73
0.10 0.81 -0.54
0.54 -0.43 0.39
0.31 0.13 0.70
-2.83 2.13 1.12

Charge: 0
2S+1: 1
E: -66475.156 eV



DFT (wB97M-V/def2-TZVPD) results for a 14-piece molecular cluster, C21H70N14O14 overall at a distorted geometry.

Element x y z (Å)
C -3.301175 0.778483 1.145234
C -4.410376 0.036112 1.788842
O -5.635488 0.566393 1.400096
H -3.369034 1.823536 1.263835
H -3.361719 0.570976 0.078819
H -2.356898 0.351916 1.471397
H -4.258850 0.179959 2.836717
H -4.422413 -1.053733 1.623935
H -6.303565 0.209390 2.016177
C 5.215639 -0.553955 2.692004
C 4.553018 0.107325 1.543983
O 3.249063 -0.290414 1.465467
H 4.938665 0.006302 3.615430
H 6.183427 -0.508487 2.594617
H 5.048495 -1.564195 2.752631
H 5.041732 -0.198182 0.603409
H 4.462001 1.175491 1.646601
H 2.987051 -0.464584 0.568729
C -1.888068 -3.222659 2.205314
C -0.911054 -4.181604 2.963014
O -1.023155 -3.943616 4.361680
H -1.211833 -2.697659 1.511538
H -2.479923 -2.457369 2.730583
H -2.477377 -3.900902 1.600077
H 0.145223 -4.063940 2.709628
H -1.071038 -5.221387 2.757142
H -1.698503 -4.477408 4.776187
C -0.287818 3.756987 1.538325
C 1.076370 3.960839 2.283125
O 1.935679 3.022905 1.728074
H -0.752736 2.766205 1.779603
H -0.126031 3.832269 0.492226
H -1.027968 4.533825 1.723939
H 0.966348 4.029595 3.398704
H 1.485270 4.953942 2.117230
H 2.779313 3.055783 2.229052
C 4.187313 -2.687003 -1.288844
C 3.607417 -1.480278 -2.066947
O 2.528068 -0.973672 -1.174370
H 5.011161 -3.158556 -1.799783
H 3.418736 -3.503654 -1.170892
H 4.598922 -2.387596 -0.346969
H 3.194937 -1.968481 -2.980959
H 4.362456 -0.800613 -2.328970
H 2.212363 -0.167942 -1.602588
C -2.207420 1.125698 -3.809641
C -0.794750 1.543909 -3.604271
O -0.163824 1.766297 -4.836552
H -2.697441 1.055520 -2.837552
H -2.181158 0.106284 -4.289118
H -2.720221 1.752529 -4.558861
H -0.195210 0.835398 -3.057731
H -0.666866 2.508540 -3.042704
H 0.696999 2.221439 -4.639001
C 2.013007 2.552393 -1.825869
C 1.585574 3.899188 -2.292034
O 1.427200 3.817067 -3.652711
H 3.073598 2.440422 -2.053897
H 1.428733 1.652544 -2.124281
H 1.952576 2.462079 -0.787190
H 2.271134 4.692589 -2.044550
H 0.664415 4.222476 -1.816038
H 0.898646 4.578756 -3.905243
C -2.312286 1.693012 4.486339
O -2.783916 2.805711 3.882071
N -1.299654 0.966684 3.973671
N -2.645405 1.333309 5.657099
H -1.012746 1.049336 2.964225
H -0.841019 0.165905 4.351934
H -3.185457 2.048133 6.209763
H -2.010861 0.716851 6.174551
C 1.044526 -1.178063 3.829287
O 0.911431 -1.886496 2.691095
N 0.203185 -1.362198 4.856601
N 1.974345 -0.244342 3.988865
H -0.263955 -2.242633 4.698535
H 0.429307 -1.221981 5.870545
H 2.504671 -0.209493 3.116942
H 1.870110 0.607555 4.532638
C -2.769202 4.351455 -1.992019
O -1.519101 4.930694 -2.063074
N -2.925082 3.196110 -1.422485
N -3.822543 4.715230 -2.617720
H -2.118718 2.804229 -0.970791
H -3.815744 2.650179 -1.386015
H -3.750807 5.656189 -2.959193
H -4.805971 4.395165 -2.376863
C -0.215497 0.570120 -0.053717
O -0.931182 1.650277 -0.561916
N -0.423849 -0.678367 -0.413115
N 0.640428 0.747446 0.827657
H -1.122811 -1.059962 -1.107193
H 0.185644 -1.461001 0.006746
H 1.008368 1.698359 0.953519
H 0.906459 0.051566 1.424886
C 0.747456 -4.054100 -0.277092
O 0.538390 -5.292473 0.331580
N 1.230401 -2.967155 0.300356
N 0.680563 -3.933959 -1.557084
H 1.149987 -2.798293 1.292634
H 1.729240 -2.279646 -0.293802
H 0.719745 -4.890131 -2.060426
H 0.895251 -3.077554 -2.027802
C -2.730226 -2.698989 -1.775977
O -4.111838 -2.763093 -1.597358
N -2.160324 -1.633706 -2.280908
N -1.963432 -3.752548 -1.656033
H -2.722757 -0.809797 -2.404328
H -1.215875 -1.738884 -2.703661
H -2.352886 -4.586704 -1.134492
H -0.933461 -3.795597 -1.635863
C 0.871778 -1.679864 -4.705868
O 0.512097 -1.711622 -3.367298
N 1.830170 -2.448851 -5.184622
N 0.249809 -0.931739 -5.548769
H 2.282592 -3.090405 -4.519178
H 2.351749 -2.211320 -6.002531
H -0.184892 -0.077740 -5.217567
H 0.285157 -1.058277 -6.622575

Atoms 1-6, force components in eV/Å:
0.11 -1.72 -1.61
0.27 -0.69 0.76
-1.64 0.26 0.19
0.06 1.18 0.59
0.22 0.06 -0.33
0.15 0.23 0.07

Charge: 0
2S+1: 1
E: -72436.759 eV



DFT (wB97M-V/def2-TZVPD) results for a 15-piece molecular cluster, C21H72N6O15 overall at a distorted geometry.

Element x y z (Å)
C 8.538000 5.171000 -1.306000
C 8.045000 3.876000 -0.722000
O 8.836000 3.445000 0.361000
H 9.598000 5.117000 -1.554000
H 8.397000 6.014000 -0.628000
H 7.922000 5.443000 -2.190000
H 7.977000 3.105000 -1.435000
H 6.991000 4.013000 -0.401000
H 9.621000 3.062000 -0.044000
C 13.438000 8.998000 -2.066000
C 12.838000 8.834000 -3.487000
O 13.755000 8.237000 -4.355000
H 14.473000 9.449000 -2.140000
H 13.544000 7.945000 -1.715000
H 12.886000 9.555000 -1.321000
H 12.556000 9.814000 -3.792000
H 11.954000 8.202000 -3.408000
H 13.311000 8.224000 -5.216000
C 8.859000 3.364000 -6.023000
C 7.946000 2.479000 -5.200000
O 8.707000 1.264000 -5.023000
H 9.259000 2.807000 -6.894000
H 9.710000 3.743000 -5.492000
H 8.328000 4.262000 -6.391000
H 7.008000 2.360000 -5.687000
H 7.698000 2.920000 -4.175000
H 8.152000 0.571000 -4.621000
C 18.026000 7.329000 -2.259000
C 16.647000 7.886000 -2.669000
O 15.761000 6.846000 -2.911000
H 18.713000 8.092000 -1.899000
H 18.519000 6.798000 -3.077000
H 17.962000 6.654000 -1.415000
H 16.823000 8.487000 -3.638000
H 16.258000 8.518000 -1.887000
H 15.099000 7.163000 -3.485000
C 11.643000 4.397000 -7.646000
C 10.568000 4.390000 -8.709000
O 10.938000 3.287000 -9.560000
H 12.629000 4.514000 -8.089000
H 11.581000 3.455000 -7.154000
H 11.631000 5.345000 -7.049000
H 10.459000 5.340000 -9.274000
H 9.604000 4.276000 -8.233000
H 10.725000 2.483000 -9.043000
C 11.971000 0.782000 -5.241000
C 13.190000 1.485000 -4.730000
O 13.985000 0.544000 -3.992000
H 11.302000 1.483000 -5.818000
H 11.283000 0.533000 -4.434000
H 12.173000 0.041000 -5.949000
H 12.869000 2.317000 -4.068000
H 13.711000 2.005000 -5.579000
H 14.587000 0.078000 -4.606000
C 10.324000 1.784000 -1.928000
O 9.785000 0.546000 -1.832000
N 10.191000 2.588000 -2.953000
N 10.983000 2.355000 -0.923000
H 9.622000 2.192000 -3.701000
H 10.665000 3.488000 -3.108000
H 11.052000 1.752000 -0.053000
H 11.590000 3.182000 -0.995000
C 15.249000 3.650000 -2.673000
O 15.274000 4.148000 -3.991000
N 15.092000 2.386000 -2.322000
N 15.416000 4.442000 -1.663000
H 14.743000 1.754000 -3.030000
H 14.673000 2.157000 -1.381000
H 15.641000 5.423000 -1.969000
H 15.537000 4.148000 -0.713000
C 13.122000 7.963000 -8.255000
O 12.972000 8.087000 -6.925000
N 12.705000 6.964000 -8.886000
N 13.702000 8.898000 -8.980000
H 11.975000 6.468000 -8.419000
H 13.004000 6.754000 -9.872000
H 14.307000 9.610000 -8.483000
H 13.608000 8.802000 -10.006000
C 12.158000 5.656000 -0.826000
O 12.811000 4.456000 -1.025000
H 11.277000 5.444000 -0.227000
H 11.737000 6.251000 -1.683000
H 12.691000 6.366000 -0.225000
H 13.692000 4.739000 -1.366000
C 9.707000 7.186000 -6.303000
O 10.155000 7.492000 -7.542000
H 8.804000 7.775000 -6.024000
H 10.474000 7.369000 -5.549000
H 9.501000 6.185000 -6.316000
H 9.393000 7.455000 -8.108000
C 14.903000 4.980000 -6.818000
O 15.068000 5.565000 -8.109000
H 14.278000 5.525000 -6.174000
H 15.866000 4.825000 -6.307000
H 14.461000 4.038000 -6.933000
H 14.229000 5.899000 -8.386000
C 9.571000 8.261000 -1.770000
O 9.637000 7.480000 -2.955000
H 9.776000 9.228000 -2.074000
H 10.262000 7.887000 -1.091000
H 8.636000 8.220000 -1.285000
H 9.581000 8.128000 -3.659000
C 7.286000 6.085000 -4.680000
O 6.852000 7.033000 -3.801000
H 7.165000 6.341000 -5.739000
H 6.660000 5.225000 -4.478000
H 8.281000 5.697000 -4.397000
H 5.989000 6.919000 -3.517000
C 12.086000 5.284000 -4.410000
O 10.834000 5.080000 -3.751000
H 12.961000 5.258000 -3.755000
H 12.209000 6.062000 -5.174000
H 12.207000 4.408000 -5.093000
H 10.427000 5.999000 -3.468000

Atoms 1-6, force components in eV/Å:
-0.58 0.47 -0.66
-0.95 0.91 1.12
-0.66 0.38 0.60
-0.19 -0.04 -0.25
0.07 -0.18 0.33
0.62 -0.22 0.28

Charge: 0
2S+1: 1
E: -62592.753 eV



Q: Which formula does entry 1 have?
A: C21H67O13